The following is a DFT calculation (ωB97M-V with the def2-TZVPD basis set) of a molecular structure, C72H57F11O10V3 at a distorted geometry.

Each line ends with the Mulliken charge.
Element x y z (Å)
O  -5.33  -2.63  1.18  -0.442
V  -5.20  -1.49  2.27  1.123
O  -6.18  -1.94  3.48  -0.467
O  -5.51  3.76  1.71  -0.551
V  -4.85  3.19  0.39  1.527
O  -4.38  4.29  -0.64  -0.565
O  4.27  0.93  -0.59  -0.511
V  3.18  0.14  0.26  1.123
O  3.80  -0.24  1.62  -0.700
C  -0.76  2.00  0.61  0.601
C  -1.93  1.34  0.94  -0.344
C  -2.01  -0.18  1.13  -0.271
O  -3.05  -0.84  1.54  0.034
C  -0.94  -0.98  0.92  -0.067
C  0.33  -0.39  0.59  0.110
C  0.42  1.21  0.53  0.041
O  1.57  1.67  0.39  -0.966
O  1.40  -1.00  0.43  -0.843
O  -2.92  2.17  1.05  -0.446
H  -0.61  3.06  0.45  1.134
H  -1.01  -2.04  1.08  0.487
F  -2.29  7.93  -3.93  -0.331
C  -1.39  7.08  -3.36  0.313
C  -0.04  7.37  -3.53  -0.690
C  0.90  6.64  -2.82  -0.501
C  0.51  5.72  -1.90  0.115
C  -0.84  5.40  -1.74  -0.278
C  -1.79  6.06  -2.50  -0.659
H  0.31  8.21  -4.10  0.435
H  1.95  6.71  -3.06  0.414
H  1.22  5.23  -1.25  0.222
H  -1.17  4.58  -1.11  0.415
H  -2.84  5.80  -2.47  0.479
F  6.27  6.98  -2.45  -0.334
C  5.45  5.92  -2.24  0.234
C  5.54  5.14  -1.12  -0.742
C  4.54  4.17  -0.83  -0.984
C  3.50  4.04  -1.71  0.423
C  3.48  4.74  -2.90  -0.916
C  4.41  5.76  -3.14  -0.496
H  6.34  5.28  -0.41  0.431
H  4.57  3.77  0.17  0.491
H  2.68  3.41  -1.39  0.332
H  2.61  4.66  -3.53  1.046
H  4.39  6.48  -3.94  0.516
F  -3.81  -2.83  3.28  0.099
C  -3.30  -2.94  4.51  -0.002
C  -2.10  -2.33  4.85  0.210
C  -1.56  -2.48  6.13  -1.066
C  -2.20  -3.32  7.03  -0.307
C  -3.34  -4.02  6.69  -0.764
C  -3.94  -3.72  5.46  -0.266
H  -1.61  -1.57  4.25  0.668
H  -0.67  -1.98  6.50  0.497
H  -1.82  -3.32  8.04  0.424
H  -3.91  -4.58  7.42  0.376
H  -4.96  -4.01  5.23  0.439
F  -4.48  0.04  3.97  -0.075
C  -3.86  0.41  5.07  0.029
C  -2.82  1.36  4.96  -0.285
C  -2.04  1.67  6.08  -0.303
C  -2.32  1.20  7.31  -0.816
C  -3.43  0.37  7.46  -0.531
C  -4.17  -0.05  6.35  -0.355
H  -2.59  1.83  4.01  0.477
H  -1.32  2.47  6.01  0.442
H  -1.85  1.50  8.24  0.451
H  -3.65  -0.10  8.41  0.414
H  -5.00  -0.72  6.50  0.458
F  2.16  0.61  -2.12  0.308
C  1.62  1.23  -3.22  0.386
C  0.59  2.23  -3.19  0.739
C  0.15  2.82  -4.37  -0.449
C  0.81  2.45  -5.58  -1.114
C  1.89  1.62  -5.59  -0.755
C  2.25  0.98  -4.40  -0.484
H  0.08  2.37  -2.24  -0.444
H  -0.55  3.64  -4.25  0.510
H  0.68  2.93  -6.54  0.363
H  2.40  1.39  -6.52  0.505
H  3.12  0.34  -4.37  0.507
F  -4.31  1.85  -1.42  0.197
C  -3.94  0.79  -2.17  -0.207
C  -4.84  -0.18  -2.51  -0.708
C  -4.40  -1.27  -3.24  -0.684
C  -3.07  -1.27  -3.68  -0.531
C  -2.20  -0.25  -3.43  -0.416
C  -2.59  0.79  -2.64  0.212
H  -5.87  -0.20  -2.18  0.477
H  -5.08  -2.08  -3.49  0.453
H  -2.67  -2.11  -4.22  0.451
H  -1.18  -0.20  -3.79  0.365
H  -1.87  1.56  -2.43  0.357
F  4.13  -3.36  1.70  -0.301
C  3.23  -4.30  1.88  0.008
C  3.54  -5.64  1.80  0.031
C  2.61  -6.66  2.04  -0.800
C  1.34  -6.29  2.35  -0.592
C  0.93  -4.96  2.28  -0.517
C  1.89  -3.96  2.11  0.036
H  4.49  -5.83  1.32  0.464
H  2.80  -7.72  1.96  0.385
H  0.51  -6.95  2.55  0.394
H  -0.09  -4.71  2.49  0.480
H  1.60  -2.92  2.13  0.479
F  -2.74  -5.38  -3.41  -0.344
C  -2.80  -5.43  -2.03  0.065
C  -2.85  -4.30  -1.24  -0.173
C  -2.88  -4.45  0.15  0.407
C  -3.16  -5.71  0.72  -0.936
C  -3.28  -6.79  -0.11  -0.583
C  -3.03  -6.65  -1.44  -0.507
H  -2.64  -3.36  -1.73  0.500
H  -2.54  -3.66  0.81  0.300
H  -3.17  -5.86  1.79  0.494
H  -3.40  -7.80  0.25  0.375
H  -3.15  -7.55  -2.01  0.412
F  -0.13  7.72  4.23  -0.320
C  0.46  6.72  3.44  0.256
C  0.12  5.38  3.52  -0.618
C  0.60  4.48  2.59  -0.346
C  1.45  4.94  1.58  -0.010
C  1.82  6.25  1.51  -0.398
C  1.38  7.16  2.46  -0.511
H  -0.59  5.02  4.26  0.447
H  0.34  3.43  2.68  0.372
H  1.79  4.33  0.75  0.214
H  2.45  6.56  0.68  0.443
H  1.59  8.21  2.51  0.427
F  3.91  -1.59  -0.77  1.224
C  4.60  -2.50  -1.50  0.089
C  4.44  -3.91  -1.33  0.128
C  5.26  -4.79  -2.05  -0.984
C  6.16  -4.24  -2.96  -0.564
C  6.37  -2.83  -3.10  -0.819
C  5.56  -1.97  -2.43  -0.498
H  3.69  -4.35  -0.70  0.358
H  5.12  -5.86  -2.07  0.427
H  6.80  -4.88  -3.55  0.387
H  7.08  -2.47  -3.83  0.411
H  5.66  -0.90  -2.56  0.500
F  1.23  -3.85  -6.01  -0.371
C  1.03  -3.66  -4.65  0.009
C  1.41  -4.67  -3.79  -0.894
C  1.36  -4.52  -2.41  -0.758
C  0.80  -3.32  -1.94  -0.221
C  0.50  -2.26  -2.83  1.222
C  0.60  -2.45  -4.18  -0.713
H  1.87  -5.57  -4.17  0.505
H  1.65  -5.30  -1.73  0.701
H  0.90  -3.08  -0.89  -0.166
H  0.16  -1.30  -2.46  0.287
H  0.24  -1.72  -4.89  0.513

Spin multiplicity: 1
Total charge: +1
HOMO: -10.747 eV
Gap between HOMO and LUMO: 5.2 eV